Computed, not measured: 9 unconnected molecules or ions with the total composition C35H63N8O in a non-equilibrium geometry, with wB97M-V/def2-TZVPD.

Values from the calculation:
HOMO-LUMO gap: 0.16694 Ha
strongest force on any atom: 0.0638 hartree/bohr
charge: -1
molecular weight: 611.94 g/mol
energy: -51280.0998 eV
E_LUMO: 2.2269 eV
ΔE to the lowest compared entry with this formula, charge and spin: 392.4 kJ/mol
multiplicity: 1
HOMO level: -2.32 eV

Last column: Mulliken charge in e.
Positions of all 107 atoms, in Å:
C -0.339 0.854 -0.778  0.79
C 0.415 0.529 0.582  1.28
C 0.764 -0.948 0.598  0.02
O 1.546 1.335 0.956  -0.85
H -0.600 1.910 -0.849  -0.65
H -1.205 0.202 -0.894  0.10
H 0.323 0.541 -1.586  -0.37
H -0.219 0.662 1.459  -1.03
H 1.368 -1.110 1.491  -0.08
H 1.338 -1.223 -0.286  -0.79
H -0.070 -1.647 0.657  0.30
C -1.796 0.646 4.443  -0.72
C -1.140 0.119 5.715  -0.77
C 0.112 -0.741 5.363  0.19
C 1.200 0.051 4.801  -0.03
N 2.044 0.755 4.420  -0.42
H -1.182 1.352 3.885  0.39
H -2.717 1.182 4.676  0.42
H -2.128 -0.207 3.850  -0.14
H -1.928 -0.500 6.143  0.37
H -0.975 0.944 6.409  0.37
H -0.032 -1.523 4.617  -0.18
H 0.482 -1.345 6.191  0.44
C -3.830 -1.245 -2.655  -1.22
C -2.689 -0.449 -3.393  0.06
C -2.957 1.031 -3.387  0.31
C -1.942 1.971 -3.974  -0.04
N -1.191 2.685 -4.447  -0.52
H -4.723 -0.627 -2.750  0.35
H -3.794 -1.391 -1.576  0.22
H -4.025 -2.259 -3.004  0.37
H -2.600 -0.809 -4.418  0.47
H -1.673 -0.664 -3.063  -0.07
H -2.959 1.326 -2.338  -0.41
H -3.901 1.263 -3.879  0.56
C 2.606 -4.320 4.104  -1.22
C 2.461 -4.086 2.548  -0.02
C 3.539 -3.332 1.765  0.27
C 3.853 -2.009 2.258  0.13
N 4.023 -0.930 2.657  -0.49
H 1.637 -4.732 4.385  0.34
H 2.638 -3.375 4.647  0.28
H 3.390 -5.061 4.264  0.37
H 1.558 -3.543 2.267  -0.08
H 2.437 -5.108 2.169  0.39
H 3.144 -3.090 0.778  -0.37
H 4.501 -3.840 1.698  0.49
C 0.797 -3.233 -2.872  -1.66
C 2.099 -2.528 -2.771  1.32
C 3.098 -2.940 -3.875  -0.49
C 4.428 -2.213 -3.588  0.24
N 5.464 -1.693 -3.425  -0.56
H 0.430 -3.239 -3.898  0.39
H 0.023 -2.864 -2.199  0.31
H 1.041 -4.278 -2.677  0.42
H 2.471 -2.621 -1.750  -0.36
H 1.923 -1.474 -2.983  -0.29
H 2.885 -2.508 -4.853  0.30
H 3.182 -4.021 -3.980  0.42
C 1.564 5.356 -3.049  -1.51
C 0.542 4.533 -2.245  0.30
C 0.765 4.621 -0.733  0.78
C 2.170 4.435 -0.366  -0.07
N 3.261 4.330 0.006  -0.55
H 2.544 4.888 -3.141  0.25
H 1.728 6.331 -2.590  0.40
H 1.143 5.461 -4.049  0.43
H 0.583 3.450 -2.367  -0.34
H -0.439 4.908 -2.537  0.44
H 0.063 3.883 -0.346  -0.55
H 0.614 5.659 -0.437  0.49
C -3.342 4.015 -0.188  -0.87
C -3.858 3.773 1.224  -0.82
C -3.115 2.585 1.832  -0.04
C -3.534 1.330 1.153  0.34
N -3.905 0.383 0.663  -0.60
H -3.940 4.820 -0.617  0.42
H -3.422 3.220 -0.929  0.18
H -2.280 4.161 -0.382  0.14
H -4.944 3.731 1.303  0.37
H -3.706 4.649 1.854  0.42
H -3.580 2.469 2.811  0.17
H -2.037 2.657 1.976  0.34
C 2.688 1.529 -4.918  -1.69
C 2.818 1.605 -3.395  2.35
C 4.220 1.611 -2.880  -0.52
C 4.246 1.145 -1.460  0.14
N 4.295 0.776 -0.386  -0.39
H 3.121 2.390 -5.428  0.41
H 1.650 1.592 -5.246  0.35
H 3.151 0.638 -5.343  0.36
H 2.273 0.744 -3.007  -0.78
H 2.382 2.569 -3.133  -0.93
H 4.757 2.558 -2.941  0.29
H 4.741 0.835 -3.440  0.31
C -3.899 -2.313 3.857  -1.29
C -2.622 -2.893 3.228  0.71
C -2.941 -4.077 2.325  -0.47
C -1.798 -4.470 1.442  0.18
N -0.974 -4.913 0.747  -0.50
H -3.938 -1.242 3.660  0.24
H -3.906 -2.486 4.933  0.31
H -4.815 -2.744 3.453  0.49
H -1.937 -3.216 4.012  0.19
H -2.037 -2.138 2.702  -0.36
H -3.819 -3.887 1.708  0.37
H -3.142 -4.893 3.019  0.27

Cartesian forces, eV/Å:
C 0.8061 -0.6414 1.1637
C 2.0743 1.8636 0.8966
C 0.3813 -0.4390 0.0850
O -2.3432 -1.1377 -1.9974
H -0.0613 0.0141 -0.1345
H -0.5088 0.1102 0.1978
H 0.3278 0.4266 -0.2251
H -1.4901 -0.0183 0.1248
H 0.2381 0.0168 -0.0526
H 0.3405 0.0066 -0.1018
H -0.5806 -0.0427 -0.1025
C -0.3126 0.3115 0.0916
C -0.3692 -0.5598 -0.9842
C -0.0022 -0.0704 0.1752
C 1.5529 1.6711 -0.1665
N -1.3714 -1.1340 0.6983
H 0.2390 -0.3733 -0.1889
H -0.1025 0.1113 0.2698
H 0.4030 0.2110 -0.3991
H 0.3045 -0.3582 0.4476
H 0.5693 -0.2014 0.0276
H -0.9069 0.0893 -0.2790
H 0.1042 0.4198 0.4263
C 0.1384 0.6967 0.0714
C 0.3545 -1.6592 -0.4053
C 0.7353 1.3533 0.3636
C -1.2764 -2.0276 0.4761
N 0.7901 0.8507 -0.5167
H -0.3646 -0.2819 -0.3398
H 0.8873 0.4987 0.1392
H 0.1433 0.2148 -0.6333
H -0.5257 0.0121 -0.2910
H -0.1325 0.0963 0.7526
H -0.5480 0.1673 0.1600
H -0.1230 0.0339 0.2426
C -1.0453 0.7639 -1.7975
C 0.4439 -0.1914 0.7214
C 0.4034 0.2048 0.0638
C 0.0262 2.3050 1.4303
N 0.0488 -1.7328 -0.4564
H 0.0767 -0.4349 0.1835
H 0.7996 -0.1016 0.1055
H 0.0974 0.4241 0.4781
H -0.3806 -0.3832 0.4342
H -0.3577 0.1291 -0.5247
H 0.0968 -0.5944 -0.3544
H -0.1241 -0.3829 -0.2335
C -0.1964 -1.2511 -0.5589
C 0.0935 1.3692 -0.7900
C 1.5594 1.4478 0.9870
C 1.3235 -0.5262 0.0818
N -2.4600 -1.0742 -0.3909
H -0.2291 0.2791 -0.1055
H 0.1883 -0.0821 0.0607
H -0.5952 -0.3066 0.3543
H 0.4448 0.0446 -0.2392
H 0.1017 0.2850 0.5235
H -0.7551 -0.2090 -0.0244
H 0.5120 0.0626 0.1137
C -0.3841 -0.7220 -0.2265
C 1.0026 0.1400 0.2884
C 0.0681 0.8790 -0.8018
C 0.8172 -1.0560 0.8527
N -0.9175 0.3972 -0.6789
H -0.0269 -0.1284 0.1215
H -0.1606 0.1192 -0.0618
H 0.2725 0.2835 -0.1373
H -0.0153 0.1060 -1.0526
H -0.2107 -0.2741 0.3568
H 0.5175 0.2530 1.0268
H -0.7593 -0.0142 0.4395
C -0.6610 0.4316 -1.2663
C 1.4359 0.3444 -0.4345
C -1.9009 -0.9020 0.7266
C 1.5501 2.5735 1.2331
N -0.9392 -2.1825 -1.1286
H 0.3917 0.3243 -0.2209
H -0.9587 -0.7521 0.4589
H 0.2062 0.8110 1.0771
H -0.0597 -0.8732 -0.4761
H 0.6946 0.1540 -0.0388
H 0.4100 -0.1460 0.4467
H -0.0389 0.1074 -0.4770
C 0.1462 0.3943 -0.3449
C -0.8994 0.8432 -1.2370
C 0.5758 -1.3633 1.1106
C 0.2144 0.9142 -1.8902
N 0.2356 -0.6366 1.1943
H 0.4558 0.1120 0.1235
H -0.2003 -0.3631 0.2642
H 0.0083 -0.1527 0.0105
H -0.1140 0.3818 0.4780
H -0.5760 -0.4175 0.5133
H -0.1739 0.0158 -0.1939
H 0.5526 0.1423 -0.0043
C 0.2806 0.2017 0.0201
C 0.1820 0.4089 0.0471
C 1.0116 -0.0498 -0.0868
C 0.4817 -1.0663 -0.7034
N -1.3304 0.9736 1.2369
H -0.1761 -0.0406 0.1698
H -0.0902 0.1368 0.0220
H 0.0591 -0.0955 -0.1096
H -0.0217 -0.2171 0.0682
H -0.3023 0.1376 -0.2908
H 0.0927 -0.0124 -0.0459
H -0.1892 -0.3968 -0.4329